Entry from the OMol25 dataset: a molecular structure, C37H47As3Br3CoN3O3 (the ωB97M-V functional and the def2-TZVPD basis).

CARTESIAN COORDINATES (ANGSTROEM)
Co  1.36  -0.08  2.00
O  2.81  -3.52  2.84
C  1.85  -3.87  3.72
C  2.16  -4.80  4.72
C  1.21  -5.20  5.63
C  -0.07  -4.65  5.60
C  -0.39  -3.74  4.60
C  0.55  -3.36  3.65
C  0.10  -2.56  2.43
O  1.12  -1.98  1.71
N  -0.92  -1.55  2.80
N  -0.43  -0.29  2.82
C  -1.26  0.67  3.03
C  -0.89  2.04  3.15
Br  1.00  2.38  2.86
C  -1.67  3.10  3.41
C  -3.13  3.17  3.41
C  -3.74  4.20  4.14
C  -5.12  4.35  4.14
C  -5.92  3.48  3.42
C  -5.33  2.46  2.68
C  -3.95  2.31  2.67
H  2.41  -2.88  2.22
H  3.17  -5.20  4.74
H  1.45  -5.95  6.37
H  -0.82  -4.95  6.32
H  -1.38  -3.32  4.56
H  -0.42  -3.29  1.79
H  -1.81  -1.65  2.33
H  -2.30  0.41  3.25
H  -1.16  4.02  3.66
H  -3.13  4.89  4.71
H  -5.57  5.15  4.72
H  -6.99  3.61  3.41
H  -5.95  1.79  2.10
H  -3.52  1.56  2.03
C  -1.09  2.99  -0.11
As  -0.10  1.48  -0.91
C  0.86  2.67  -2.18
C  -1.72  1.03  -2.03
C  -1.72  0.10  -3.26
C  -3.10  0.22  -3.92
C  -1.55  -1.42  -2.94
As  -1.03  -2.06  -1.13
C  0.51  -3.19  -1.60
C  -2.37  -3.52  -1.23
C  -0.62  0.51  -4.25
As  -0.63  2.12  -5.44
C  -1.93  1.50  -6.79
C  -1.76  3.51  -4.62
H  -1.47  3.63  -0.90
H  -0.43  3.57  0.53
H  -1.93  2.65  0.49
H  0.33  2.75  -3.12
H  1.87  2.32  -2.38
H  0.92  3.66  -1.73
H  -2.07  2.01  -2.36
H  -2.45  0.65  -1.31
H  -3.89  -0.12  -3.24
H  -3.14  -0.40  -4.82
H  -3.32  1.25  -4.20
H  -0.87  -1.87  -3.66
H  -2.52  -1.90  -3.10
H  0.62  -3.28  -2.68
H  0.35  -4.18  -1.18
H  1.42  -2.78  -1.16
H  -2.30  -4.01  -2.21
H  -3.38  -3.11  -1.11
H  -2.22  -4.28  -0.46
H  -0.52  -0.28  -5.00
H  0.33  0.54  -3.72
H  -1.78  0.44  -6.98
H  -1.77  2.04  -7.72
H  -2.96  1.66  -6.48
H  -1.26  3.99  -3.78
H  -2.74  3.17  -4.30
H  -1.90  4.28  -5.39
C  2.67  -0.70  -2.68
C  3.85  -0.50  -1.78
C  5.16  -0.56  -2.31
C  6.23  -0.41  -1.47
C  6.02  -0.20  -0.09
C  7.04  -0.07  0.87
Br  8.87  -0.18  0.35
C  6.75  0.14  2.19
C  5.43  0.23  2.60
Br  5.03  0.52  4.43
C  4.35  0.09  1.73
O  3.13  0.17  2.13
C  4.67  -0.13  0.34
N  3.62  -0.27  -0.51
H  2.65  0.06  -3.47
H  1.76  -0.64  -2.09
H  2.73  -1.67  -3.17
H  5.31  -0.73  -3.37
H  7.24  -0.47  -1.85
H  7.55  0.25  2.92

Properties
Spin multiplicity = 4
LUMO level (alpha / beta) = -1.221 / -1.298 eV
<S²> = 3.76
HOMO-LUMO gap (alpha / beta) = 5.99 / 5.93 eV